No. 1
Below is a molecular structure, C22H51GaIN2O9, with properties calculated with ωB97M-V with the def2-TZVPD basis set.

XYZ file:
```
86
Properties=species:S:1:pos:R:3:forces:R:3:mulliken_charge:R:1
C -1.28601 -1.20616 0.42291 0.509 -0.760 0.040 0.128
C -2.81286 -1.82538 0.50289 1.017 0.356 1.564 -0.277
O -3.52483 -1.86491 -0.78331 2.051 -0.648 0.192 -0.445
C -2.72609 -2.48849 -1.84998 -0.401 -1.107 -1.731 -0.014
C -2.25528 -4.05118 -1.49904 -1.176 0.816 0.599 0.152
O -1.82789 -4.79699 -2.70178 1.543 0.876 1.810 -0.397
C -0.40648 -5.17203 -2.64262 1.415 -1.120 -1.117 -0.035
C -0.02660 -6.25234 -1.46112 -0.756 1.344 0.639 -0.483
O 0.85987 -5.53552 -0.49623 -2.225 -1.617 -0.002 -0.306
C 0.46126 -5.90225 0.89811 0.510 -0.784 0.037 -0.507
Ga 1.84629 -5.01697 2.17417 0.409 -0.090 -0.866 0.169
I 0.64943 -4.72704 4.53904 0.047 0.040 -0.206 -0.517
C 2.41907 -3.11463 1.60301 -0.031 1.234 1.653 0.055
O 3.14398 -3.06649 0.30081 -1.318 5.117 -0.821 -0.403
C 3.10798 -1.60884 -0.04624 2.217 3.435 2.865 0.520
C 2.71516 -1.07287 -1.57772 -0.063 -0.396 0.825 -0.053
O 3.42659 -0.62959 0.82987 -2.053 -6.071 -5.020 -0.591
H -0.56744 -2.00611 -0.07242 -1.389 1.649 0.931 -0.054
H -1.20813 -0.22252 -0.21396 -0.354 -1.847 1.293 0.085
H -0.84775 -1.02222 1.51523 -1.210 -0.339 -2.333 -0.095
H -3.39433 -1.13905 1.28742 0.852 -1.485 -2.109 0.218
H -2.76941 -2.90963 0.99398 -0.025 2.239 -1.113 0.226
H -3.45926 -2.60403 -2.78510 1.462 0.387 2.120 0.311
H -1.83031 -1.82661 -2.24192 -1.604 -1.237 1.157 -0.171
H -3.25216 -4.58559 -1.12412 2.261 1.125 -0.526 0.163
H -1.44527 -3.98704 -0.65489 -1.415 -0.571 -1.696 -0.112
H 0.33394 -4.24555 -2.58686 -1.700 -1.781 0.211 0.031
H -0.15718 -5.71182 -3.67514 -0.847 1.277 2.018 0.263
H 0.43927 -7.25880 -1.85568 -0.709 2.052 0.683 0.279
H -1.01674 -6.48455 -0.87422 1.742 0.186 -1.310 0.308
H 0.63281 -7.07136 0.98261 -0.854 2.161 0.014 0.286
H -0.62749 -5.56327 1.16858 1.712 -0.857 -0.817 0.218
H 3.18539 -5.91928 2.36181 -0.419 0.142 0.084 -0.284
H 1.50854 -2.36387 1.55664 1.750 -1.440 0.137 -0.198
H 3.17471 -2.69817 2.40393 -1.609 -0.665 -1.402 0.308
H 1.55112 -0.85678 -1.57348 2.587 -0.764 0.063 -0.264
H 3.23040 -0.01159 -1.75622 -0.948 -2.740 0.600 0.108
H 3.00332 -1.84407 -2.40934 -0.574 1.412 1.690 0.351
C -1.49993 3.35318 -5.71385 0.211 -0.365 -0.168 -0.716
O -0.10585 3.17198 -5.92937 -0.327 0.513 0.135 -0.327
C 0.66822 4.33417 -5.61700 0.763 -0.391 0.187 -0.816
C 1.51770 4.10660 -4.35105 -0.849 -0.059 -0.191 -0.164
N 0.67692 4.04311 -3.15258 0.194 -0.079 -0.121 -0.307
C 1.37672 3.54635 -1.96193 -0.284 -0.251 -0.106 -1.146
C 1.92945 2.10687 -2.00804 -0.215 0.196 0.580 -0.723
O 0.92079 1.09581 -2.04927 0.095 0.781 -0.473 -0.034
C 0.40786 0.82579 -3.34597 -0.161 -0.088 0.321 -0.618
H -2.02282 2.48975 -6.13758 0.185 0.113 0.053 0.236
H -1.72823 3.39829 -4.64743 -0.153 0.148 0.056 0.304
H -1.86205 4.25623 -6.21300 -0.023 0.035 0.069 0.338
H 0.05263 5.23468 -5.52851 -0.124 -0.144 0.124 0.395
H 1.35168 4.48511 -6.46114 -0.050 0.018 0.083 0.398
H 2.23703 4.92356 -4.24664 -0.012 0.012 0.026 0.397
H 2.07258 3.17492 -4.49483 0.173 0.010 -0.188 0.151
H -0.11553 3.43145 -3.33117 0.222 0.163 0.006 0.078
H 0.65933 3.60311 -1.13590 0.140 -0.077 -0.013 0.398
H 2.19210 4.23702 -1.71583 0.013 -0.094 -0.100 0.441
H 2.47360 1.94178 -1.07015 -0.131 -0.020 -0.055 0.439
H 2.66420 1.95960 -2.80695 -0.143 0.008 -0.180 0.519
H 1.15941 0.95629 -4.13069 -0.048 0.096 0.054 0.347
H -0.46274 1.45519 -3.54001 0.014 0.011 -0.270 0.107
H 0.06423 -0.21113 -3.36927 0.087 -0.003 0.093 0.275
C 1.44498 4.06825 3.45256 0.234 -0.268 0.296 -0.645
O 1.01240 3.75213 4.77001 -0.257 0.462 -0.389 -0.329
C -0.22286 4.38184 5.12366 -0.240 -0.605 0.578 -0.780
C -1.36014 3.34629 5.22485 0.581 0.202 -0.616 -0.196
N -1.72093 2.82410 3.90409 0.009 -0.018 0.229 -0.315
C -2.58453 1.63827 3.95003 0.347 -0.095 -0.139 -0.680
C -2.01929 0.36974 4.62166 -0.188 -0.218 -0.491 -0.589
O -0.93642 -0.23332 3.91100 -0.370 0.413 0.539 -0.262
C 0.33540 0.34216 4.17319 0.111 -0.315 -0.277 -0.535
H 2.46610 3.69227 3.33241 -0.202 0.011 0.110 0.254
H 0.81423 3.58158 2.70644 -0.038 0.111 -0.175 0.213
H 1.45277 5.14941 3.28880 -0.060 0.015 -0.053 0.347
H -0.48522 5.19823 4.44367 0.053 -0.153 -0.156 0.393
H -0.07243 4.81830 6.11832 -0.042 -0.016 -0.076 0.390
H -2.23633 3.81498 5.68133 -0.030 0.008 -0.021 0.388
H -1.01367 2.54618 5.88544 0.041 0.077 0.230 0.180
H -0.87386 2.57834 3.39805 -0.192 0.059 0.175 0.016
H -2.82218 1.38879 2.91008 -0.010 -0.079 0.116 0.359
H -3.53223 1.90813 4.43116 0.092 -0.006 0.077 0.406
H -2.82235 -0.37731 4.62380 0.107 0.050 -0.057 0.374
H -1.75781 0.52694 5.67367 0.170 0.108 -0.038 0.346
H 0.42416 0.71629 5.19778 -0.091 0.058 -0.073 0.332
H 0.53833 1.13880 3.45490 0.154 0.172 0.124 0.063
H 1.09696 -0.42652 4.02162 -0.162 -0.040 0.009 0.325
```
Forces are in eV/Å.

## Properties
- Kohn-Sham gap: 7.41 eV
- Net charge: -1
- HOMO level: -5.194 eV
- Max |F|: 0.1583 hartree/bohr
- LUMO level: 2.22 eV

***

No. 2
Below is a molecular structure, C2H10NO4, with properties calculated with ωB97M-V with the def2-TZVPD basis set.

XYZ file:
```
17
Properties=species:S:1:pos:R:3:forces:R:3:lowdin_spin:R:1
O 1.57195 1.29639 -1.06442 0.592 -0.292 0.898 0.969
C 2.10799 1.07415 0.04061 -0.206 1.176 -0.416 0.267
O -1.00971 1.26997 0.78175 0.158 0.019 -0.507 0.044
C 1.61025 0.17766 1.00183 -0.053 -2.361 -0.040 0.552
N 0.67307 -0.83447 0.52567 -2.093 0.637 -0.143 0.059
H -1.40034 2.08710 1.12161 0.107 -0.049 0.125 0.000
H 2.98222 1.70051 0.30683 0.110 0.164 -0.226 0.059
H 2.00634 -0.02899 2.01651 -0.047 0.739 -0.718 0.014
H 0.88762 -1.77730 0.15119 1.089 0.127 0.397 0.011
H 0.03928 -0.45908 -0.20996 0.229 0.260 -0.118 0.005
H -0.03605 -0.98905 1.25937 0.106 -0.157 0.320 0.004
H -1.87520 -1.16307 -0.42883 -1.034 0.766 -0.511 -0.021
H -2.14469 -2.98718 -0.24369 -0.278 0.263 -0.327 -0.008
O -1.51480 -2.24577 -0.16312 0.780 -0.646 0.549 -0.603
H -1.53523 1.03274 -0.03292 0.264 0.340 0.903 -0.003
H -2.49930 -0.24092 -1.82044 0.010 -0.145 0.013 -0.001
O -1.94959 -0.18111 -1.02225 0.264 -0.842 -0.199 -0.347
```
Forces are in eV/Å.

## Properties
- Kohn-Sham gap (spin up / spin down): 7.82 / 5.46 eV
- Net charge: +2
- HOMO level (spin up / spin down): -19.649 / -19.562 eV
- Spin multiplicity: 2
- Max |F|: 0.0459 hartree/bohr
- LUMO level (spin up / spin down): -11.83 / -14.10 eV
- Energy relative to the best compared isomer or geometry (same formula, charge and spin): 460.5 kJ/mol
- ⟨S²⟩: 1.78

***

No. 3
Below is a molecular structure, C23H25AsCl2N5O10S6Ta, with properties calculated with ωB97M-V with the def2-TZVPD basis set.

XYZ file:
```
73
Properties=species:S:1:pos:R:3:forces:R:3:mulliken_charge:R:1
Ta 1.45249 -0.54395 2.01544 -0.428 -0.434 -0.420 0.031
S 4.64102 2.07597 4.19815 0.006 0.001 -0.227 -0.487
As 3.85006 1.61625 2.32073 0.179 0.345 0.084 0.389
S 3.80712 -0.63177 1.99186 0.151 0.345 -0.110 -0.295
S 1.62303 1.84625 2.29871 0.310 0.218 0.289 -0.404
S 4.66253 2.53297 0.57881 0.070 -0.132 0.344 -0.621
O 3.02775 -5.01207 -2.42932 -0.155 -0.067 -0.209 -0.593
C 2.38990 -4.41510 -3.41348 0.039 -0.005 0.208 0.496
O 2.36631 -4.87547 -4.53387 0.017 -0.036 -0.088 -0.659
C 1.69322 -3.12598 -3.09800 0.014 -0.072 0.003 -0.419
C 0.97865 -2.40095 -4.02395 -0.147 0.007 -0.220 0.087
Cl 0.63169 -2.79579 -5.65234 0.028 -0.039 0.104 -0.218
N 0.49750 -1.28148 -3.41852 0.062 0.133 0.103 0.263
N 0.86394 -1.25861 -2.12760 0.037 -0.052 -0.026 0.295
C 1.56689 -2.33984 -1.90782 -0.115 0.039 0.016 0.656
C 2.08081 -2.62175 -0.52648 0.400 -0.476 0.197 0.504
O 2.82000 -3.61166 -0.39055 -0.058 0.078 0.166 -0.956
O 1.73941 -1.88001 0.42898 -0.332 0.595 -0.007 0.434
C -0.28318 -0.16959 -3.86770 0.079 -0.222 -0.005 0.392
C -0.47305 0.13879 -5.20730 0.032 0.033 -0.133 -0.961
C -1.23726 1.24559 -5.55365 0.001 0.003 0.047 -0.700
C -1.80348 2.05288 -4.58092 0.041 -0.062 -0.008 -0.661
C -1.58638 1.74565 -3.24459 0.024 0.037 -0.002 -0.840
C -0.83203 0.64434 -2.88425 -0.087 0.110 0.084 0.878
H 2.93332 -4.48746 -1.55527 0.142 0.143 -0.016 0.444
H -0.02998 -0.45749 -5.98669 -0.001 0.023 0.047 0.385
H -1.37565 1.47228 -6.60211 -0.019 0.027 -0.045 0.356
H -2.39490 2.91465 -4.85841 -0.024 0.032 -0.006 0.411
H -1.99575 2.37039 -2.46295 -0.038 0.044 0.039 0.480
H -0.64178 0.41734 -1.84681 -0.007 -0.024 0.044 -0.028
N 2.94453 3.45420 -2.06101 0.140 0.033 -0.153 -0.625
C 2.75888 2.00538 -2.04581 0.104 -0.058 -0.186 -0.708
C 1.80282 1.66203 -0.94047 -0.173 0.567 0.122 0.443
O 0.90195 2.62123 -0.67735 0.011 -0.285 -0.030 -0.315
O 1.82928 0.61245 -0.36642 -0.287 -0.597 0.311 0.146
H 3.44905 3.73557 -2.89209 -0.060 0.035 0.012 0.230
H 3.52611 3.67481 -1.25121 0.008 0.065 -0.005 0.153
H 1.21786 3.40367 -1.17532 0.003 0.018 -0.057 0.411
H 3.66244 1.41400 -1.87421 -0.081 0.107 -0.068 0.301
H 2.27344 1.69255 -2.97703 0.060 -0.035 -0.025 0.327
C -4.45167 1.28661 3.69178 -0.048 0.024 0.018 -1.368
C -3.27145 0.45162 3.21648 0.046 -0.051 0.003 -0.920
C -2.80404 0.67771 1.76293 -0.024 0.002 -0.042 3.011
C -2.51576 2.18567 1.47157 0.037 -0.030 0.007 -0.426
C -3.66225 3.00515 0.89648 -0.034 0.053 -0.034 -1.454
C -3.81426 0.13207 0.77941 0.097 -0.021 0.064 -0.364
O -5.00120 0.39048 0.83462 -0.278 0.014 -0.044 -0.687
N -3.31686 -0.67131 -0.20005 -0.151 -0.019 -0.140 0.120
C -2.00529 -1.19264 -0.30622 0.075 0.006 0.273 -0.308
O -1.81269 -2.01053 -1.17536 0.096 -0.154 -0.284 -0.723
N -1.07216 -0.74653 0.58595 -0.233 0.033 -0.359 0.060
C -1.45301 0.01100 1.58546 0.342 0.101 0.151 -0.246
O -0.58948 0.30399 2.46082 0.280 0.064 -0.129 -0.632
H -4.69022 1.01384 4.72040 -0.015 -0.008 0.042 0.455
H -5.33635 1.13868 3.07543 0.019 -0.035 0.009 0.284
H -4.20981 2.34967 3.69192 0.026 0.049 -0.001 0.268
H -3.48921 -0.61308 3.34619 -0.028 0.010 -0.018 0.509
H -2.39961 0.66148 3.83814 -0.041 -0.023 0.017 0.351
H -1.65981 2.24835 0.79419 -0.001 0.025 -0.020 -0.157
H -2.17170 2.61427 2.41415 0.031 0.013 0.001 0.431
H -3.92389 2.67989 -0.11130 0.008 -0.013 -0.020 0.275
H -3.35677 4.05123 0.84095 0.006 0.034 -0.011 0.456
H -4.56893 2.93781 1.49320 -0.005 0.002 0.030 0.326
H -3.98372 -1.05969 -0.85715 0.123 0.054 0.125 0.339
Cl 0.33046 -2.48626 2.74556 -0.422 -0.490 0.109 -0.458
C 2.91508 -3.84942 4.89175 0.144 -0.248 -0.019 -0.943
O 2.62544 -2.53370 4.46470 0.436 -0.046 -0.149 0.000
C 2.03847 -1.69510 5.28689 -0.445 0.435 0.325 0.453
S 1.75620 -2.00557 6.89736 -0.002 0.080 -0.065 -0.441
S 1.59431 -0.19742 4.54069 0.019 -0.170 0.043 -0.132
H 3.66418 -4.20895 4.19211 0.012 -0.093 -0.028 0.262
H 2.00802 -4.45217 4.81552 0.025 -0.022 0.086 0.278
H 3.28943 -3.85744 5.91631 -0.037 -0.018 -0.111 0.361
```
Forces are in eV/Å.

## Properties
- Kohn-Sham gap: 6.53 eV
- Net charge: -2
- HOMO level: -2.834 eV
- Max |F|: 0.0144 hartree/bohr
- LUMO level: 3.69 eV
- Energy relative to the best compared isomer or geometry (same formula, charge and spin): 185.7 kJ/mol